Molecular formula: C48H42N7O2S4V
Method: DFT, ωB97M-V/def2-TZVPD

Each line ends with the Löwdin spin population.
Atoms and positions in Å:
V: -0.161 -0.432 -0.098  2.73
S: -2.527 0.250 0.589  0.01
C: -1.501 0.743 1.904  0.03
C: -1.925 1.454 3.039  0.00
C: -1.011 1.765 4.019  0.02
C: 0.326 1.376 3.881  0.00
C: 0.680 0.684 2.748  0.02
N: -0.205 0.376 1.791  0.01
H: -2.964 1.739 3.120  0.00
H: -1.330 2.309 4.899  0.00
H: 1.063 1.605 4.638  0.00
H: 1.696 0.350 2.570  0.00
N: 1.819 -0.891 -0.492  0.02
S: 2.949 -0.528 -1.320  0.02
N: 2.718 -0.197 -2.936  0.01
S: 2.549 1.159 -3.652  0.00
N: 1.521 2.236 -3.262  0.00
S: 0.060 1.853 -2.537  0.02
N: 0.113 1.370 -1.178  0.01
C: -0.748 0.818 -3.760  0.00
C: -0.994 1.287 -5.045  0.00
C: -1.586 0.450 -5.972  0.00
C: -1.932 -0.851 -5.619  0.00
C: -1.696 -1.308 -4.332  0.00
C: -1.106 -0.467 -3.397  0.01
C: -0.749 3.414 -2.790  0.00
C: -0.038 4.585 -3.003  0.00
C: -0.729 5.787 -3.052  0.00
C: -2.106 5.807 -2.882  0.00
C: -2.803 4.628 -2.653  0.00
C: -2.124 3.422 -2.596  0.00
C: 2.313 0.649 -5.339  0.00
C: 2.152 -0.682 -5.678  0.00
C: 1.954 -1.004 -7.015  0.00
C: 1.936 -0.007 -7.978  0.00
C: 2.107 1.326 -7.618  0.00
C: 2.291 1.663 -6.289  0.00
C: 4.065 2.084 -3.743  0.00
C: 5.134 1.486 -4.397  0.00
C: 6.336 2.167 -4.475  0.00
C: 6.454 3.429 -3.903  0.00
C: 5.376 4.011 -3.255  0.00
C: 4.163 3.339 -3.171  0.00
C: 4.130 -1.849 -1.502  0.00
C: 4.898 -2.043 -2.641  0.00
C: 5.799 -3.097 -2.676  0.00
C: 5.922 -3.944 -1.582  0.00
C: 5.140 -3.745 -0.452  0.00
C: 4.235 -2.696 -0.408  0.00
C: 3.935 0.833 -0.701  0.01
C: 5.317 0.893 -0.824  0.00
C: 5.995 1.963 -0.261  0.00
C: 5.294 2.957 0.412  0.00
C: 3.913 2.885 0.527  0.00
C: 3.222 1.814 -0.023  0.00
H: -0.734 2.304 -5.313  0.00
H: -1.786 0.810 -6.973  0.00
H: -2.400 -1.502 -6.345  0.00
H: -1.987 -2.309 -4.042  0.00
H: -0.977 -0.829 -2.384  0.01
H: 1.034 4.558 -3.141  0.00
H: -0.190 6.710 -3.223  0.00
H: -2.639 6.748 -2.922  0.00
H: -3.874 4.648 -2.507  0.00
H: -2.656 2.501 -2.386  0.00
H: 2.169 -1.444 -4.911  0.00
H: 1.818 -2.038 -7.300  0.00
H: 1.789 -0.267 -9.018  0.00
H: 2.094 2.100 -8.374  0.00
H: 2.417 2.698 -5.994  0.00
H: 5.026 0.514 -4.864  0.00
H: 7.177 1.720 -4.989  0.00
H: 7.394 3.962 -3.968  0.00
H: 5.472 4.993 -2.810  0.00
H: 3.315 3.774 -2.662  0.00
H: 4.783 -1.389 -3.493  0.00
H: 6.400 -3.262 -3.561  0.00
H: 6.625 -4.766 -1.613  0.00
H: 5.232 -4.413 0.395  0.00
H: 3.603 -2.535 0.456  0.00
H: 5.869 0.112 -1.331  0.00
H: 7.073 2.015 -0.339  0.00
H: 5.830 3.786 0.856  0.00
H: 3.368 3.654 1.060  0.00
H: 2.145 1.736 0.066  0.00
O: -3.658 -2.761 5.674  0.00
C: -3.690 -3.926 4.881  0.00
N: -2.779 -3.648 3.795  0.00
C: -2.552 -4.561 2.832  0.00
O: -3.069 -5.666 2.843  0.00
C: -1.613 -4.167 1.727  0.00
C: -1.043 -5.172 0.958  0.02
C: -0.188 -4.823 -0.073  0.00
C: 0.060 -3.482 -0.305  0.02
N: -0.507 -2.506 0.411  0.02
C: -1.330 -2.850 1.408  0.02
H: -4.303 -2.846 6.382  0.00
H: -4.688 -4.126 4.483  0.00
H: -3.349 -4.806 5.434  0.00
H: -2.314 -2.756 3.816  0.00
H: -1.285 -6.203 1.181  0.00
H: 0.288 -5.573 -0.690  0.00
H: 0.750 -3.161 -1.077  0.00
H: -1.798 -2.019 1.920  0.00

**LUMO (alpha / beta)**: -2.25 / -2.25 eV
**HOMO-LUMO gap (alpha / beta)**: 6.265 / 6.914 eV
**Charge**: +1
**Multiplicity**: 4
**E_tot**: -4924.50753 Eh
**E_HOMO (alpha / beta)**: -8.52 / -9.17 eV
**F_max**: 0.0090 hartree/bohr
**Energy above the lowest of the compared OMol25 structures with the same formula, charge and spin**: 0.0 kJ/mol